{"formula": "C7H10", "method": "ωB97M-V with the def2-TZVPD basis set", "elements": ["C", "C", "C", "C", "C", "C", "C", "H", "H", "H", "H", "H", "H", "H", "H", "H", "H"], "xyz": [[-0.24622, 1.51035, 1.19128], [0.70814, 0.62002, 1.48891], [0.62253, -0.77745, 0.93625], [-0.78902, -1.00934, 0.36224], [-0.37988, -0.12203, -0.81016], [-0.87599, 0.14272, -1.99838], [1.07512, -0.37675, -0.51261], [-1.29012, 1.24669, 1.10238], [-0.02220, 2.54847, 0.98516], [1.71425, 0.95947, 1.73410], [1.14291, -1.58173, 1.46966], [-1.64154, -0.77826, 1.00826], [-0.91745, -2.00774, -0.05970], [-1.86707, -0.18340, -2.27877], [-0.23224, 0.60286, -2.74471], [1.20591, -1.18343, -1.23674], [1.86130, 0.37769, -0.61512]], "orbital_gap_ev": 9.8116, "molar_mass_da": 94.157, "e_above_lowest_kcal_mol": 75.80, "homo_energy_ha": -0.3218, "smiles": "C=CC1CC(=C)C1", "energy_ha": -272.597203, "total_charge": 0}

***

{"formula": "C3H8N3", "method": "ωB97M-V with the def2-TZVPD basis set", "elements": ["N", "C", "C", "N", "C", "N", "H", "H", "H", "H", "H", "H", "H", "H"], "xyz": [[-0.48488, 1.10825, -0.20405], [-1.47315, 0.07411, 0.23974], [-0.85379, -1.27246, 0.07224], [0.39453, -1.36932, -0.02582], [1.14256, -0.35354, -0.43520], [2.12316, 0.02233, 0.32155], [-0.52430, 1.21474, -1.20319], [-0.51138, 1.89521, 0.42835], [-2.34039, 0.16843, -0.50628], [-1.76316, 0.11824, 1.25640], [-1.31887, -2.14811, 0.30936], [0.89427, 0.03634, -1.57430], [2.72612, 0.70550, 0.04348], [1.98928, -0.19971, 1.27774]], "orbital_gap_ev": 10.3029, "molar_mass_da": 86.118, "e_above_lowest_kcal_mol": 59.25, "homo_energy_ha": -0.5367, "smiles": "NC/C=N\\C=[NH2+]", "energy_ha": -283.069335, "total_charge": 1}

***

{"formula": "C8H14Br2LaNO5P", "method": "ωB97M-V with the def2-TZVPD basis set", "elements": ["C", "C", "O", "C", "C", "O", "C", "C", "Br", "O", "C", "O", "O", "C", "Br", "P", "N", "H", "H", "H", "H", "H", "H", "H", "H", "H", "H", "H", "H", "H", "H", "La"], "xyz": [[-3.01910, -1.04645, -2.71903], [-2.19463, -0.68746, -1.49960], [-0.77451, -0.91889, -1.75075], [-0.26399, -2.11572, -1.30367], [0.32273, -1.93935, 0.15556], [0.09824, -0.60065, 0.62189], [0.94775, -0.22347, 1.56939], [1.10467, 1.24619, 1.90017], [2.87069, 1.14012, 2.88291], [0.14384, 1.60603, 2.81790], [-0.43472, 2.86293, 2.40183], [-0.91590, 3.62471, 3.11281], [-0.28129, 2.87413, 1.04114], [0.95853, 2.30541, 0.78537], [2.33523, 3.71177, 1.11809], [1.46674, 1.66327, -0.87341], [2.58698, 0.60526, -0.48156], [-3.21018, -2.12192, -2.77398], [-2.51000, -0.72849, -3.63065], [-3.98690, -0.54278, -2.66808], [-2.48484, -1.28722, -0.62589], [-2.27891, 0.36810, -1.23397], [0.56531, -2.41952, -1.94998], [-0.99231, -2.93572, -1.30657], [1.40672, -2.16414, 0.14566], [-0.18469, -2.65367, 0.84053], [0.50466, -0.65020, 2.58954], [1.99199, -0.66151, 1.45762], [1.85732, 2.81228, -1.55398], [0.33686, 1.14031, -1.50945], [2.37311, -0.29635, -0.90285], [1.66061, -1.96698, 3.34300]], "orbital_gap_ev": 4.7543, "molar_mass_da": 533.890, "homo_energy_ha": -0.6911, "energy_ha": -6263.786714, "total_charge": 3}

***

{"formula": "C52H38BaF5N9O5PS2", "method": "ωB97M-V with the def2-TZVPD basis set", "elements": ["Ba", "C", "N", "C", "C", "N", "C", "C", "C", "C", "C", "C", "N", "C", "N", "C", "C", "C", "C", "C", "C", "N", "H", "H", "H", "H", "H", "H", "H", "H", "H", "H", "H", "H", "H", "H", "H", "O", "N", "N", "O", "C", "C", "C", "C", "C", "C", "H", "H", "H", "H", "H", "O", "S", "O", "O", "C", "C", "C", "C", "C", "C", "P", "C", "C", "C", "C", "C", "C", "C", "C", "C", "C", "C", "C", "H", "H", "H", "H", "H", "H", "H", "H", "H", "H", "H", "H", "H", "H", "F", "C", "C", "F", "C", "F", "C", "S", "C", "F", "C", "F", "N", "C", "C", "C", "C", "C", "N", "C", "H", "H", "H", "H"], "xyz": [[0.54238, 0.66577, -1.28739], [-0.87838, 2.77280, 2.95241], [-1.33717, 2.74339, 1.58169], [-2.59431, 3.35456, 1.26376], [-3.44906, 2.39895, 0.48677], [-3.05862, 1.22645, 0.08543], [-4.11986, 0.73072, -0.67591], [-4.22646, -0.45855, -1.39523], [-5.40488, -0.69219, -2.08050], [-6.45985, 0.23415, -2.06668], [-6.36064, 1.42824, -1.37681], [-5.17073, 1.65314, -0.69363], [-4.70726, 2.72561, 0.05354], [-0.53860, 1.42422, 3.51533], [-1.26713, 0.34797, 3.42839], [-0.56858, -0.61221, 4.15465], [-0.86312, -1.95578, 4.38422], [0.01983, -2.69662, 5.15094], [1.17440, -2.11897, 5.69842], [1.47779, -0.78505, 5.48754], [0.59384, -0.05415, 4.70194], [0.57214, 1.26442, 4.29566], [-1.67247, 3.17760, 3.59120], [-0.01087, 3.42830, 3.09049], [-1.27027, 1.84215, 1.13491], [-2.49594, 4.26123, 0.65036], [-3.11014, 3.66179, 2.18129], [-3.40036, -1.15778, -1.43007], [-5.50972, -1.60366, -2.65773], [-7.36062, 0.02168, -2.63149], [-7.15488, 2.16496, -1.39806], [-5.18241, 3.58927, 0.23358], [-1.75271, -2.40817, 3.96276], [-0.18172, -3.74611, 5.32879], [1.84206, -2.72909, 6.29455], [2.36530, -0.33336, 5.91464], [1.34963, 1.90018, 4.29547], [1.33179, 1.19365, 1.12826], [2.40603, 0.80549, 1.67553], [3.14691, 0.11928, 0.88474], [2.81481, -0.13076, -0.34925], [4.37877, -0.42443, 1.37955], [4.63048, -0.53423, 2.74163], [5.82858, -1.08914, 3.16473], [6.76700, -1.53406, 2.24189], [6.49946, -1.41740, 0.88476], [5.30416, -0.86373, 0.44541], [3.88752, -0.20636, 3.45123], [6.02328, -1.18370, 4.22744], [7.69973, -1.97009, 2.57924], [7.22563, -1.75560, 0.15398], [5.07065, -0.75911, -0.60459], [0.14338, 0.21495, -3.74955], [-1.08323, -0.56469, -3.53506], [-2.15627, -0.30799, -4.44996], [-1.46201, -0.49583, -2.11396], [-0.55836, -2.27463, -3.74703], [-0.64996, -2.74299, -5.05100], [-0.17060, -3.99768, -5.39393], [0.41224, -4.78922, -4.42071], [0.48523, -4.33352, -3.10935], [-0.00319, -3.08290, -2.73058], [0.09940, -2.60130, -0.92732], [1.15816, -3.86586, -0.16645], [2.50756, -3.52721, -0.03671], [3.38772, -4.38957, 0.60349], [2.92420, -5.59000, 1.12724], [1.58077, -5.92752, 1.01101], [0.69862, -5.06798, 0.36732], [-1.57704, -2.99986, -0.32444], [-1.99090, -2.29976, 0.81131], [-3.23430, -2.54252, 1.37773], [-4.08425, -3.47811, 0.80330], [-3.69213, -4.16090, -0.34101], [-2.44299, -3.92381, -0.90399], [-1.10194, -2.10320, -5.79974], [-0.24794, -4.34311, -6.41739], [0.80477, -5.76744, -4.67004], [0.93026, -4.97540, -2.35990], [2.85451, -2.56717, -0.41074], [4.42803, -4.10423, 0.71236], [3.60765, -6.25743, 1.64124], [1.21410, -6.85776, 1.42956], [-0.35230, -5.32361, 0.29264], [-1.35168, -1.54256, 1.25524], [-3.54399, -1.97095, 2.24554], [-5.06270, -3.65475, 1.23217], [-4.36254, -4.87654, -0.80089], [-2.14420, -4.45400, -1.80170], [5.18316, 7.16707, 0.49908], [4.57972, 6.21437, -0.21583], [3.63699, 5.39362, 0.36014], [3.32764, 5.55293, 1.65156], [3.02028, 4.41426, -0.39196], [2.12787, 3.65643, 0.24401], [3.28903, 4.18827, -1.74366], [2.51340, 2.95799, -2.69985], [4.25712, 5.04362, -2.27865], [4.61380, 4.93237, -3.55666], [4.88788, 6.02970, -1.54543], [5.80387, 6.81412, -2.11866], [-5.35253, 4.18861, -3.97026], [-4.30150, 4.18613, -3.50045], [-3.00294, 4.23730, -2.87838], [-2.35185, 5.46356, -2.75467], [-1.11019, 5.49520, -2.15765], [-0.55970, 4.30481, -1.70534], [-1.18076, 3.12946, -1.81112], [-2.38096, 3.08792, -2.39362], [-2.82113, 6.36214, -3.13191], [-0.55505, 6.41643, -2.04820], [0.41804, 4.28255, -1.24681], [-2.85164, 2.11262, -2.48419]], "orbital_gap_ev": 6.5737, "molar_mass_da": 1196.360, "e_above_lowest_kcal_mol": 0.00, "homo_energy_ha": -0.1620, "energy_ha": -4536.100408, "total_charge": -1}

***

{"formula": "C2H3BrSi", "method": "ωB97M-V with the def2-TZVPD basis set", "elements": ["C", "C", "Si", "Br", "H", "H", "H"], "xyz": [[-0.37792, 0.04360, 0.73188], [1.19370, 2.03372, -0.84309], [0.65290, 0.25575, -0.70322], [0.09925, 3.61181, -0.32389], [0.41639, -0.19346, 1.44800], [1.78239, -0.40265, -1.34763], [1.99307, 2.04421, -0.04394]], "orbital_gap_ev": [7.2015, 7.1999], "molar_mass_da": 135.036, "e_above_lowest_kcal_mol": 138.96, "homo_energy_ha": [-0.3205, -0.3179], "energy_ha": -2941.240887, "total_charge": 0}

***

{"formula": "C52H104N4O5", "method": "ωB97M-V with the def2-TZVPD basis set", "elements": ["C", "C", "C", "C", "C", "C", "C", "C", "C", "C", "C", "O", "C", "C", "C", "C", "C", "C", "C", "C", "C", "C", "N", "O", "C", "C", "C", "C", "H", "H", "H", "H", "H", "H", "H", "H", "H", "H", "H", "H", "H", "H", "H", "H", "H", "H", "H", "H", "H", "H", "H", "H", "H", "H", "H", "H", "H", "H", "H", "H", "H", "H", "H", "H", "H", "H", "H", "H", "H", "H", "H", "H", "H", "H", "H", "H", "H", "H", "C", "C", "C", "C", "C", "C", "N", "O", "C", "C", "C", "H", "H", "H", "H", "H", "H", "H", "H", "H", "H", "H", "H", "H", "H", "H", "H", "H", "H", "C", "C", "C", "C", "C", "C", "N", "O", "C", "C", "C", "H", "H", "H", "H", "H", "H", "H", "H", "H", "H", "H", "H", "H", "H", "H", "H", "H", "H", "C", "C", "C", "C", "C", "C", "N", "O", "C", "C", "C", "H", "H", "H", "H", "H", "H", "H", "H", "H", "H", "H", "H", "H", "H", "H", "H", "H", "H"], "xyz": [[7.23177, 6.79833, -1.59888], [5.65648, 6.99008, -2.01057], [5.10680, 5.95458, -3.15649], [5.62849, 4.40790, -3.00603], [5.59123, 3.80588, -1.48061], [4.02079, 3.96972, -0.92914], [4.00270, 3.31181, 0.58901], [3.54382, 1.74090, 0.50743], [2.26211, 1.47011, 1.51935], [1.15469, 0.41665, 0.95169], [-0.16895, 1.02855, 0.24405], [-1.30991, 0.81311, 1.19247], [-1.25001, 1.71710, 2.33733], [-2.42262, 2.84979, 2.43313], [-1.67546, 4.34458, 2.36117], [-3.68463, 2.68873, 1.42049], [-5.04675, 2.27166, 2.29031], [-4.08366, 4.13091, 0.67292], [-0.12304, 2.56024, -0.28491], [0.11696, 2.72259, -1.93205], [0.82096, 4.21527, -2.20681], [-1.40040, 2.87396, -2.62123], [0.95145, 1.62668, -2.53551], [1.23984, 1.81970, -3.83294], [0.37742, 0.24458, -2.36306], [1.69150, -0.79087, -2.44765], [-0.57416, -0.25155, -3.64794], [-0.53042, 0.00367, -1.02845], [7.78882, 6.02465, -2.29531], [7.84117, 7.79563, -1.48933], [7.23145, 6.30099, -0.51361], [4.94656, 6.96847, -1.05111], [5.56658, 8.08407, -2.47718], [5.37141, 6.30006, -4.26642], [3.92853, 5.93671, -3.09989], [6.73328, 4.26792, -3.42162], [4.87793, 3.73886, -3.64900], [5.79498, 2.63426, -1.44178], [6.33975, 4.30166, -0.73017], [3.64695, 5.07890, -0.93707], [3.38515, 3.24960, -1.60420], [3.32438, 3.99765, 1.25329], [5.10580, 3.42745, 1.01548], [4.46208, 1.10299, 0.92492], [3.33750, 1.33313, -0.56938], [2.73798, 0.96889, 2.49323], [1.85310, 2.50891, 1.86673], [1.75724, -0.38064, 0.29820], [0.78403, -0.21435, 1.89611], [-1.36404, 1.03362, 3.31047], [-0.22341, 2.28202, 2.48546], [-2.86517, 2.80391, 3.54132], [-2.39901, 5.18895, 2.79142], [-1.41239, 4.67402, 1.27027], [-0.67973, 4.38332, 2.98756], [-3.57082, 1.91512, 0.55506], [-4.86434, 1.20634, 2.73952], [-5.94727, 2.30311, 1.50748], [-5.27271, 3.09305, 3.11416], [-4.23902, 5.01029, 1.42887], [-3.29147, 4.35672, -0.17627], [-5.12208, 3.94351, 0.12821], [0.59437, 3.29414, 0.27297], [-1.21847, 3.01034, -0.12241], [0.07594, 4.89675, -2.84281], [1.03506, 4.81075, -1.22387], [1.81533, 4.14917, -2.81768], [-1.35546, 3.01543, -3.78620], [-1.89678, 3.80003, -2.05686], [-2.07922, 1.94184, -2.32023], [1.41943, -1.89267, -2.15689], [2.56860, -0.32243, -1.82131], [2.06105, -0.77125, -3.58044], [0.04300, -0.90335, -4.41221], [-1.42538, -0.96290, -3.23034], [-1.04758, 0.63739, -4.23979], [-1.69059, 0.02140, -1.25230], [-0.28062, -1.08879, -0.62852], [-9.48068, -1.78506, 0.61820], [-9.56041, -0.35598, 1.22917], [-10.90362, -0.16985, 1.98965], [-12.11014, 0.06015, 1.08340], [-11.83853, 1.17662, 0.08340], [-10.54562, 0.94240, -0.73809], [-9.35779, 0.65299, 0.13501], [-8.96576, 1.86372, 0.73476], [-10.77538, -0.22257, -1.73963], [-10.31321, 2.17819, -1.66806], [-8.41707, -0.33702, 2.29814], [-8.87528, -1.80031, -0.29336], [-9.00973, -2.49974, 1.30312], [-10.46666, -2.20031, 0.38849], [-10.82661, 0.68836, 2.67071], [-11.09970, -1.04333, 2.62495], [-12.37845, -0.86507, 0.56465], [-12.97824, 0.32602, 1.69707], [-12.70165, 1.27153, -0.58910], [-11.77073, 2.13178, 0.62161], [-9.86018, -0.45255, -2.29526], [-11.54519, 0.04188, -2.47588], [-11.12777, -1.14143, -1.27260], [-10.25188, 3.11932, -1.11335], [-11.13955, 2.29480, -2.37962], [-9.39150, 2.06188, -2.25208], [-7.43122, -0.44698, 1.82825], [-8.53510, -1.16268, 3.01203], [-8.41329, 0.57876, 2.89742], [8.64355, 0.28886, 4.59750], [7.23839, -0.37239, 4.49656], [7.24274, -1.75657, 5.20452], [7.91507, -2.86817, 4.40314], [7.36179, -2.93219, 2.98538], [7.44274, -1.57078, 2.24964], [6.84050, -0.45127, 3.05028], [5.44199, -0.59479, 2.99702], [8.92567, -1.25504, 1.91165], [6.77562, -1.72194, 0.84317], [6.31411, 0.57297, 5.33458], [8.84339, 0.94281, 3.74305], [8.73770, 0.92136, 5.48786], [9.45066, -0.44648, 4.66960], [6.21028, -2.06889, 5.41133], [7.73606, -1.67697, 6.18192], [8.99951, -2.72370, 4.38751], [7.74460, -3.82845, 4.90281], [7.91015, -3.69932, 2.42230], [6.31882, -3.27491, 3.02232], [9.02328, -0.27015, 1.44295], [9.33077, -1.99237, 1.20678], [9.59004, -1.28671, 2.77432], [5.73896, -2.06706, 0.90169], [7.31039, -2.45929, 0.23236], [6.79153, -0.77027, 0.29707], [6.24937, 1.57045, 4.88110], [6.70408, 0.69936, 6.35303], [5.29922, 0.17969, 5.44921], [-0.00449, -4.59110, -1.56591], [0.08344, -5.49464, -2.82995], [-1.32820, -6.01990, -3.21542], [-1.83506, -7.15885, -2.33464], [-0.79994, -8.27136, -2.22916], [0.58367, -7.75819, -1.75633], [1.07225, -6.59580, -2.57312], [1.48952, -7.09737, -3.81954], [0.50256, -7.36640, -0.25534], [1.59026, -8.95517, -1.76369], [0.53847, -4.51607, -3.96380], [0.91834, -4.62869, -0.97883], [-0.15326, -3.53608, -1.82375], [-0.84253, -4.85817, -0.91499], [-1.31846, -6.37717, -4.25395], [-2.05577, -5.19847, -3.18510], [-2.09978, -6.78330, -1.34166], [-2.75966, -7.56292, -2.76207], [-1.17265, -9.04191, -1.54099], [-0.70137, -8.76361, -3.20620], [1.45018, -6.94361, 0.09466], [0.28910, -8.24532, 0.36639], [-0.29004, -6.65441, -0.02855], [1.67146, -9.43344, -2.74443], [1.27296, -9.73908, -1.06544], [2.59146, -8.62774, -1.45618], [1.54154, -4.11672, -3.76586], [-0.14637, -3.66151, -4.04133], [0.54335, -4.98650, -4.95197]], "orbital_gap_ev": [9.4174, 9.0339], "molar_mass_da": 865.427, "homo_energy_ha": [-0.3241, -0.3458], "multiplicity": 5, "energy_ha": -2638.207856, "total_charge": 0}

***

Which formula does entry 4 have?
C52H38BaF5N9O5PS2